Record 1
96
Properties=species:S:1:pos:R:3 method="wB97M-V/def2-TZVPD" total_charge=0 e_homo_ev=-8.17
H 0.17 1.39 0.81
H 0.41 -13.42 1.55
H 6.79 3.19 -1.63
H -6.80 0.15 2.43
H 0.01 3.82 0.72
H 2.56 4.46 -5.80
H 1.70 0.89 -2.30
C -0.93 -12.08 0.36
C -0.62 3.54 2.77
H 1.51 -11.08 2.35
C 5.50 5.22 -6.95
H 0.25 -9.25 1.20
H 4.96 4.33 -5.11
H -4.22 -0.37 1.52
C -6.13 3.37 2.81
C 2.07 0.33 0.94
C -4.96 4.14 2.23
H -2.21 5.00 3.22
C 0.25 -7.07 2.91
Si -2.94 0.34 1.75
C 1.44 -1.45 2.70
H 2.86 2.33 -2.78
C -0.83 -5.10 2.83
C -6.61 1.04 3.02
H -1.72 4.97 1.55
H -2.20 0.24 -3.72
H 0.63 0.97 2.44
H 2.12 2.75 2.65
H -4.76 4.96 2.91
C 5.94 2.91 -2.22
H 4.22 3.06 -0.81
H -1.27 -6.49 4.45
C 4.64 2.85 -1.78
H 1.59 -2.53 2.70
H 6.56 5.23 -6.80
H -2.08 -0.53 2.58
H 0.46 -1.25 2.28
C -1.39 2.02 -2.65
C 4.73 5.64 -8.00
C 1.57 2.73 1.71
H 0.13 -0.64 -3.49
H 2.94 0.91 0.63
N 3.85 2.45 -2.82
H 0.58 -8.04 3.22
C 5.93 2.53 -3.59
H 1.73 -0.18 0.04
H 0.16 -4.48 1.06
N 0.03 -5.19 1.76
Si -3.33 3.22 1.91
H 2.50 5.59 -8.26
O -3.22 1.72 2.64
C -0.07 2.25 -2.17
H -2.23 2.69 -2.57
C -6.36 2.04 0.77
C -1.41 0.78 -3.24
H 4.19 1.94 -4.86
C 4.63 2.26 -3.93
C 0.67 1.14 -2.49
H 2.27 2.98 0.91
C 0.46 3.78 1.71
C -0.96 -10.72 0.27
H -5.52 2.63 0.40
H 1.42 -6.64 1.06
C 3.37 4.81 -6.42
C 2.56 -0.74 1.93
N -6.65 2.23 2.18
C 0.69 -6.38 1.81
H 3.32 -0.33 2.60
H 5.09 6.09 -8.91
C 1.03 1.30 1.48
C 3.37 5.38 -7.66
H -1.60 -12.76 -0.15
N 4.66 4.72 -5.99
H 1.41 -1.16 3.75
H -5.23 4.58 1.27
O -6.62 3.75 3.88
H -7.41 1.09 3.76
H -0.86 2.49 2.82
H 3.09 -1.50 1.35
H 0.29 3.12 -1.66
H -1.44 -4.23 2.97
H -7.22 2.28 0.15
H -2.30 0.64 0.46
C 0.70 -11.26 1.67
H 0.90 4.76 1.92
H -6.12 1.00 0.56
C -0.72 -6.25 3.55
C 0.12 -12.43 1.25
H -3.23 2.98 0.44
H -0.29 3.88 3.74
C -1.92 4.33 2.41
H -1.60 -10.05 -0.29
N -0.15 0.25 -3.14
H 6.78 2.46 -4.25
H -5.68 0.93 3.57
N 0.04 -10.23 1.07



Record 2
101
Properties=species:S:1:pos:R:3 method="wB97M-V/def2-TZVPD" total_charge=0 e_above_lowest_kcal_mol=0.0 e_homo_ev=-8.66
C 5.70 -0.47 1.27
H -7.33 2.02 1.36
O -0.36 -1.46 -3.92
O 1.03 4.19 7.76
H -0.27 1.15 -5.18
O 7.73 0.96 3.83
H 8.94 0.44 2.23
O -1.23 3.37 7.01
H 1.46 -3.13 0.03
P -4.65 -2.44 3.11
H -0.11 0.68 9.17
O 6.26 -0.70 4.93
H 2.56 0.42 4.22
O 0.74 -0.50 -5.97
H -1.39 1.34 8.12
H 1.07 -4.87 2.12
O 2.23 -3.29 2.85
O -4.15 -0.07 -9.20
O -2.42 -1.51 -10.22
H -2.51 -2.38 2.43
C 8.45 1.32 2.65
O -5.74 -2.38 1.81
H 1.51 5.46 6.17
C 1.69 0.22 3.60
C -1.73 4.70 7.13
H 2.85 5.01 7.23
H -4.32 0.15 -7.15
C -2.27 -2.10 -11.51
H 6.34 -0.77 0.44
P 0.33 3.12 6.82
O 0.80 3.16 5.43
C 7.20 -0.80 6.00
H -0.57 -1.41 -1.86
H -2.54 -1.41 -12.30
H 9.20 2.05 2.95
O 1.34 -1.17 3.74
H -8.43 0.46 3.49
H -4.95 1.30 -11.48
H 3.07 -2.45 0.35
H -3.40 -1.37 1.49
H -0.13 1.06 -6.95
O -5.15 -1.19 4.03
H -3.78 1.61 -8.00
H -1.79 -0.52 -2.80
C 1.95 -4.69 2.73
H 4.79 -1.08 1.27
C -0.73 -0.76 -2.72
H 7.48 -1.84 6.10
P 1.06 -1.22 -4.59
P 1.08 -2.22 2.62
H 5.42 0.57 1.18
C -4.44 0.74 -8.05
H 1.79 -5.11 3.72
H -6.73 0.80 3.15
C -7.69 0.53 2.70
O -1.71 0.69 -9.09
O 2.01 -0.53 -3.72
C 2.02 -2.21 0.18
H -3.72 2.18 -12.42
H -4.49 -0.48 3.97
H 1.35 -2.40 -7.10
P 6.30 0.28 3.70
H -5.48 1.07 -8.14
C 1.68 -3.13 -6.37
H -0.15 0.15 -2.60
H 1.11 -4.05 -6.50
N -8.12 1.47 1.68
O -7.60 -0.80 2.17
H 1.93 0.48 2.57
H -1.58 5.07 8.14
H -1.27 0.00 -6.12
H -2.79 4.66 6.91
H -3.83 2.43 -10.67
O -5.52 -0.01 1.07
H -0.40 -0.03 7.56
P -2.72 0.00 -9.89
C -0.40 0.90 8.14
C -3.94 1.70 -11.47
O 5.17 1.20 3.59
H 2.74 -3.34 -6.51
O -3.00 0.63 -11.33
C 1.79 5.27 7.20
H 6.73 -0.45 6.91
O 1.47 -2.67 -5.04
H -1.23 -2.41 -11.62
H 1.92 -1.59 -0.70
N -3.26 -1.68 2.45
O 6.43 -0.72 2.48
H -2.91 -2.98 -11.55
H -1.25 5.37 6.42
O 0.58 1.78 7.58
C -0.30 0.49 -6.05
H -8.77 2.13 2.09
H 0.86 0.83 3.94
H 1.61 6.15 7.81
H 8.09 -0.20 5.79
H 2.83 -5.15 2.27
O 1.50 -1.46 1.29
O -0.26 -2.81 2.60
S -6.46 -1.12 1.07
H 7.80 1.77 1.91



Record 3
47
Properties=species:S:1:pos:R:3 method="wB97M-V/def2-TZVPD" total_charge=+1 e_homo_ev=-12.88
H -0.93 3.46 -1.76
H -0.86 3.13 4.30
H 0.74 -1.09 -2.70
H 3.57 -5.31 -1.38
N -1.16 -0.81 2.67
O -1.58 3.84 0.84
H 0.11 -0.44 4.02
O -2.85 3.07 2.67
Cl 3.40 -4.58 -3.62
H 0.92 -1.40 1.19
C -2.69 -1.65 -0.23
H -3.57 -2.16 -0.76
H -0.32 4.75 3.51
C -1.75 3.49 2.23
C 2.79 -5.33 -2.14
C -0.16 -1.03 -0.57
H 1.34 3.02 -2.31
C 2.26 -0.14 -1.37
H 0.57 1.39 -2.65
H 2.51 -6.36 -2.36
H 1.44 1.16 0.24
H 1.48 -2.22 -1.47
H -0.30 2.20 1.04
O -0.06 -0.14 3.10
C -1.12 -1.56 1.56
C -0.53 2.59 -1.13
H -2.95 -0.53 -0.18
C -0.40 3.13 0.36
C 1.04 -1.16 -1.61
N -2.37 -2.23 1.12
H -2.04 -0.70 3.22
H -0.50 0.03 -0.34
H -1.19 -2.82 -1.54
C 1.83 1.30 -0.82
H -1.30 1.76 -1.21
H 2.79 1.93 -0.72
C -1.45 -1.75 -1.26
C -0.57 3.66 3.32
N 0.06 -1.73 0.73
H 0.39 3.14 2.96
H 2.74 0.04 -2.41
H 3.09 -0.60 -0.74
H 0.54 3.75 0.56
H -3.15 -1.93 1.73
C 0.85 2.12 -1.80
Cl -2.02 -0.82 -2.76
Cl 1.37 -4.47 -1.53



Record 4
97
Properties=species:S:1:pos:R:3 method="wB97M-V/def2-TZVPD" total_charge=+1 e_homo_ev=-10.35
C -0.08 2.75 -3.22
C -1.85 0.62 -1.25
H 7.16 -2.41 -1.46
C 2.14 0.27 -3.94
H 0.20 -1.84 4.53
C 3.94 -1.17 4.19
F 6.57 1.54 1.70
C -5.72 2.49 -0.89
F 5.64 2.55 3.42
H 7.06 0.09 -1.46
H -9.52 1.76 -2.61
C 4.90 0.15 -1.37
H -8.21 4.14 -1.92
H -1.03 0.08 -5.20
N 2.56 -1.31 4.41
H -2.11 0.79 -3.97
C 2.38 0.10 -1.41
C 6.41 1.49 3.06
H -5.25 -1.34 -0.68
C 6.64 -0.97 3.38
H 3.89 0.98 3.94
H -0.57 -1.21 1.41
H -3.64 -3.23 1.57
N 1.21 1.10 -4.51
C 3.77 -1.99 -1.36
C -5.36 -0.25 -0.68
H -2.81 -1.11 -0.46
C -4.23 0.58 -0.53
C 1.56 -0.47 3.88
O 1.79 0.63 3.36
C -6.87 1.65 -0.95
C -3.41 -2.54 2.39
C -3.82 -1.11 2.06
H 7.66 -0.88 3.03
C 4.79 -2.30 4.20
H -0.87 2.85 -2.47
H 5.04 -3.74 -1.39
C 6.11 -2.19 3.77
H -4.72 -1.04 1.44
H 2.24 -2.22 4.74
N 0.20 0.35 -2.62
N -8.13 2.18 -1.07
H -3.96 -0.57 3.00
C -1.90 -2.51 2.59
C -6.64 0.26 -0.87
H 0.88 3.04 -2.78
F 7.65 1.68 3.60
H -1.44 1.81 -5.27
H 0.80 1.53 -6.52
O 3.26 0.02 -4.39
C 3.72 -0.59 -1.39
H -5.86 3.57 -0.98
H -7.48 -0.43 -0.90
C 1.53 -0.25 -2.64
F 7.13 -3.75 2.29
H -0.27 -0.80 -0.97
C 6.19 -1.90 -1.43
C -0.65 0.04 -1.58
H -3.95 -2.89 3.28
H -1.64 -2.75 3.63
C 6.97 -3.42 3.62
H 2.52 1.61 -6.05
C 5.01 -2.64 -1.39
N 0.31 -1.00 3.99
F 8.23 -3.23 4.12
H -2.60 0.55 1.72
H 1.39 2.90 -5.55
H -9.06 0.36 -1.60
H 2.83 -2.56 -1.34
C -0.01 1.31 -3.73
C -2.85 -0.02 -0.37
H -3.60 2.65 -0.78
H 4.84 1.24 -1.35
H -1.42 -3.26 1.96
C -1.38 -1.14 2.16
H 1.44 -1.35 -2.72
H -0.56 0.66 3.11
C -9.26 1.44 -1.58
H -1.67 -0.30 4.15
C -8.38 3.61 -0.97
C -0.87 -0.36 3.38
H 4.40 -3.26 4.51
C -1.23 0.97 -4.60
F 6.44 -4.51 4.25
C 5.83 0.16 3.48
H -2.19 1.46 -1.86
C 6.14 -0.50 -1.42
H -10.14 1.63 -0.95
H -7.75 4.06 -0.20
H -0.30 3.43 -4.06
H -9.43 3.76 -0.69
C 1.50 1.82 -5.72
N -2.59 -0.45 1.49
H 1.81 -0.16 -0.50
C -4.44 1.96 -0.73
C 4.50 0.08 3.89
H 2.53 1.20 -1.41



Record 5
16
Properties=species:S:1:pos:R:3 method="wB97M-V/def2-TZVPD" total_charge=0 e_above_lowest_kcal_mol=6.7 e_homo_ev=-10.22
H -13.84 12.89 -24.08
C -11.19 15.28 -27.57
In -11.70 10.46 -25.00
H -12.27 15.21 -27.57
C -10.52 14.48 -26.46
H -10.97 16.35 -27.53
O -10.96 8.43 -26.59
H -11.95 13.31 -25.71
H -10.85 14.88 -28.53
O -11.22 13.25 -26.36
H -10.50 14.96 -25.48
H -11.35 7.78 -27.20
O -13.12 12.74 -24.71
O -12.27 10.13 -22.34
H -12.75 10.97 -22.31
H -9.46 14.41 -26.72



Record 6
92
Properties=species:S:1:pos:R:3 method="wB97M-V/def2-TZVPD" total_charge=-1 e_homo_ev=-6.59
H -26.14 3.37 -11.25
F -22.04 -0.16 -14.51
H -18.88 -2.85 -15.07
O -24.70 -3.17 -13.53
H -21.44 -5.40 -15.55
H -17.56 -0.59 -17.61
H -23.13 5.58 -15.77
H -27.79 0.12 -12.92
C -19.26 -4.75 -15.50
C -21.07 -0.54 -19.09
H -24.37 2.12 -14.32
N -23.22 -4.19 -12.26
F -19.94 -0.76 -15.35
H -21.13 -3.80 -15.19
N -17.48 -0.66 -16.61
N -22.81 -2.05 -12.95
C -28.01 -0.04 -13.97
H -23.83 -1.56 -20.63
H -27.65 0.81 -14.55
O -17.68 0.68 -13.25
H -25.08 0.90 -17.48
O -24.79 3.52 -12.78
B -20.68 -0.07 -14.41
F -20.20 1.20 -14.22
C -21.91 1.88 -19.24
C -25.93 -1.16 -15.09
H -24.34 -0.76 -17.27
H -26.50 -2.93 -13.59
C -23.31 -1.24 -19.73
H -23.77 -5.02 -12.14
H -18.25 -0.66 -15.96
H -22.35 0.36 -17.68
H -24.48 5.57 -14.62
H -15.79 -1.94 -14.30
H -24.27 0.40 -15.93
H -25.35 -2.07 -15.25
N -18.61 -3.75 -14.69
C -24.84 0.08 -16.80
H -17.08 -0.90 -14.26
H -20.33 0.56 -16.77
H -20.45 -3.79 -19.33
C -20.70 -4.79 -15.02
O -15.55 -1.81 -16.92
H -26.12 2.00 -12.30
H -28.17 -1.83 -15.07
H -25.37 -0.64 -14.30
H -21.04 2.26 -19.77
H -23.80 -0.29 -19.51
H -20.12 -0.26 -19.55
H -22.74 2.49 -15.98
H -22.28 -4.17 -11.89
H -19.05 -4.84 -19.57
C -20.06 -4.80 -19.15
H -20.60 -5.56 -19.69
H -29.07 -0.10 -14.19
N -16.49 -1.47 -14.86
C -21.54 0.69 -18.34
H -24.52 4.46 -16.00
O -20.07 -5.08 -17.76
H -17.66 1.00 -12.34
H -22.34 4.36 -13.86
H -20.84 2.04 -16.99
H -23.33 -1.94 -18.90
H -21.63 2.53 -14.87
H -17.62 -3.79 -14.92
N -22.22 3.15 -15.42
C -25.47 2.75 -11.84
C -23.87 2.83 -13.65
C -19.12 -4.36 -17.00
H -22.70 -1.35 -13.69
N -20.50 1.24 -17.51
H -22.11 -2.14 -12.24
H -24.76 2.21 -11.21
H -22.75 1.66 -19.89
O -26.05 -0.46 -16.32
F -20.34 -0.68 -13.16
H -20.73 -5.06 -13.97
C -16.36 -1.27 -16.19
H -18.62 0.49 -13.41
H -23.24 2.16 -13.06
C -27.36 -1.35 -14.51
C -23.58 -3.13 -13.00
C -23.09 3.86 -14.46
H -22.24 2.70 -18.60
N -27.19 -2.24 -13.32
C -23.87 4.95 -15.28
H -20.80 -1.38 -18.43
H -18.08 -4.63 -17.20
H -19.34 -3.29 -17.09
H -18.80 -5.72 -15.28
O -21.95 -1.02 -20.10
H -26.62 -1.74 -12.64



Record 7
22
Properties=species:S:1:pos:R:3 method="wB97M-V/def2-TZVPD" total_charge=0 e_above_lowest_kcal_mol=36.1 e_homo_ev=-8.40
O -0.56 -1.41 1.97
H -1.01 -2.40 0.06
C -0.55 -0.38 1.34
H 0.15 1.65 1.46
N 2.57 -1.48 0.70
H -0.63 -2.02 -1.49
H -1.58 0.59 -1.89
H 0.81 0.38 -2.63
H 0.92 1.75 -1.53
H -0.22 0.88 3.02
C -1.55 0.68 -0.81
H 2.33 0.72 -1.80
C -0.52 0.98 1.99
H -2.55 0.52 -0.42
C 1.74 -0.74 0.21
H -1.22 1.68 -0.55
N -1.12 -1.69 -0.67
C 0.84 -0.18 -0.56
C -0.63 -0.41 -0.23
C 1.25 0.73 -1.69
H 3.05 -1.23 1.56
H -1.53 1.40 1.96



Record 8
12
Properties=species:S:1:pos:R:3 method="wB97M-V/def2-TZVPD" total_charge=0 e_above_lowest_kcal_mol=90.3 e_homo_ev="-7.82 / -7.81"
H -2.25 -0.95 1.10
C -1.91 0.01 1.63
H 0.58 0.75 0.60
C 1.14 0.23 -0.08
C 1.32 -0.70 -2.65
H 2.30 -0.89 -2.19
S 0.44 0.24 -1.58
H 2.11 -0.21 0.01
H -1.22 1.06 3.09
N -1.28 0.09 2.70
H -2.47 0.77 1.04
H 1.25 -0.41 -3.67